(1)
18
Properties=species:S:1:pos:R:3 method="wB97M-V/def2-TZVPD" total_charge=0 de_lowest_kj_mol=152.14 multiplicity=1 mol_weight_da=101.1 gap_ev=10.49 smiles="CC/C=N/C=O.C"
C -0.09373 0.29018 -0.49222
H -1.95043 0.17220 0.57107
H 2.93230 0.45915 -1.32905
H -0.02713 0.48326 2.23054
C -1.22535 -0.49097 0.08860
H -0.33965 1.28876 -0.88180
C -1.83722 -1.21789 -1.12966
O 1.46806 0.87902 -2.67124
C 0.99094 0.84608 2.39139
H -1.69846 -0.62648 -2.04287
H 1.69444 0.07092 2.08124
H 1.15660 1.73132 1.77302
H -0.87490 -1.20565 0.83799
H -2.90605 -1.40641 -1.00233
C 1.86931 0.43876 -1.61766
H -1.31168 -2.16257 -1.29626
H 1.12961 1.09369 3.44611
N 1.05033 -0.22556 -0.69957

(2)
21
Properties=species:S:1:pos:R:3 method="wB97M-V/def2-TZVPD" total_charge=0 de_lowest_kj_mol=190.59 multiplicity=2 mol_weight_da=104.2 gap_ev="3.81 / 10.51"
H 0.89708 1.16978 1.60539
H -1.83906 2.12031 -1.30624
H 0.52982 2.77715 -1.96874
H -1.57875 -0.11627 -0.90294
H -0.85618 -2.15332 0.61623
H -1.91725 0.46988 0.67996
H 0.92059 0.13068 -0.39036
H -0.22031 1.54255 -2.65232
H 2.08054 -2.31730 0.17212
H -0.03505 -1.88083 -0.97809
N 0.67682 0.16914 1.65717
H -0.36019 2.56056 -0.05972
C 0.12695 -0.15610 0.33091
N 1.22308 -2.31286 0.77157
H 0.91813 -3.23268 1.18722
N 0.19718 1.84062 -1.77781
C 0.01755 -1.69987 0.08328
H 1.50076 -1.68828 1.56027
C -1.16403 0.54070 -0.12251
H -0.18038 0.31928 2.22947
C -0.93729 1.91685 -0.73484

(3)
108
Properties=species:S:1:pos:R:3 method="wB97M-V/def2-TZVPD" total_charge=0 multiplicity=1 mol_weight_da=1164.4 gap_ev=5.55 smiles="CP(C)c1c(CC=O)c(S)c2c(c1CC(=O)Br)Sc1c(CC(=O)F)cc(CP(=O)(O)O)c(C(F)(F)C(F)(F)C(F)(F)C(F)(F)F)c1N2CB(O)O.COP(=O)(OC)OC.COP(=O)(OC)OC"
H 3.53176 4.81267 -4.08552
O 6.00106 2.14229 4.07826
C -6.74693 4.79140 -0.73004
Br 6.13290 -0.51780 3.50909
H -6.30390 4.41273 3.87695
O -4.42347 3.48536 0.60461
H -1.71277 -0.23475 5.56258
H 1.62509 -1.74178 -2.72028
H 3.64232 5.83787 -5.54865
C -0.16034 -1.88468 1.53739
C -2.24328 1.63079 4.59955
C 5.35209 1.30098 3.53968
C -5.20096 1.83068 -1.68892
C 5.98540 -1.11936 -1.90525
H 5.79817 3.44328 2.05330
C -0.12892 -0.99531 2.73123
F -2.60415 -6.80718 -0.86880
H 1.00985 3.36042 -4.65460
C -2.81385 -5.44866 -1.11244
H 6.99943 -0.62767 -1.90658
H 4.73340 4.02832 0.66332
C -1.72401 -3.15085 -0.26126
O 2.12838 1.68237 -6.62526
H -6.99775 4.87453 -1.78872
H 8.01948 1.31513 1.25052
C -1.50476 -2.27490 1.00260
H -4.73935 4.55039 3.05087
H 3.20685 1.47019 3.76787
H -4.62756 1.01303 -2.12853
P -5.07265 -2.82962 2.83982
H 3.59943 0.22284 -6.85325
H 3.82954 2.67454 2.60249
O 2.16332 3.99506 -6.28420
H 4.93546 0.82288 -2.30643
H -5.41332 2.94380 3.43847
H -5.74140 5.18741 -0.57950
C -2.71019 -1.79286 1.72856
P 3.26410 2.81276 -6.04550
P 5.78199 1.79541 0.08764
O -2.80928 1.98848 5.58328
H 6.52820 4.07447 0.53832
C 0.92956 3.93755 -5.57709
C -1.29335 0.38613 4.71716
F -4.69022 -4.24014 -2.18622
C 3.93957 -0.27959 -0.61945
H -5.52947 -4.91797 2.26097
F -2.65905 -2.56226 -1.12974
H -6.17352 1.87016 -2.18248
B 1.02864 -4.22910 2.72779
C 4.68255 -0.23646 -2.00165
O -6.33940 3.96454 1.87296
C 2.09744 -1.32737 0.82853
H -4.73611 -1.23340 0.97602
C 1.51308 -3.68158 1.28372
C -1.31737 -0.51485 3.43622
O 4.47517 3.95605 -5.73112
F -0.58072 -3.28384 -1.04857
C -4.36138 -5.26586 -1.33078
C -2.62463 -0.91801 2.91825
H 0.16251 3.49951 -6.21718
C -4.18857 -2.16110 1.31288
O 5.83886 -2.32185 -1.84601
C 2.86070 -1.26252 -0.46497
C 4.35012 0.66745 0.47552
C 2.48967 -0.38068 1.87896
H 1.27417 -4.39422 0.43434
F -2.39678 2.31387 3.41882
O -6.84614 3.42234 -0.35751
C 3.92940 1.59232 2.90307
N 1.05530 -2.31902 0.90499
C 5.66528 3.45802 0.93642
H 2.64850 -3.65335 1.31231
F -2.78570 -4.78849 1.29384
O -5.94556 -1.79496 3.45487
H -4.24745 -2.97088 0.54708
C 4.15056 5.08715 -4.94142
S 2.37138 -2.42605 -1.79098
O 1.64330 -3.65427 3.87319
O 3.23207 2.29102 -4.61971
C 3.58966 0.61071 1.73471
H 5.08482 5.51711 -4.57772
H 8.05163 1.17485 -0.58239
H 2.49862 -3.29726 3.56121
S 1.48875 -0.46611 3.41845
H -3.72400 -4.37945 3.58247
H -3.53892 -0.54845 3.44454
O 0.08743 -5.24685 2.97100
H 2.37620 -0.09490 -5.59192
H 1.95089 -0.24542 -7.30836
H -0.26614 0.68988 5.04130
F -4.80263 -6.40955 -1.98343
H -4.66009 2.76524 -1.84647
H 0.31679 -5.99823 2.39191
P -5.78676 2.82462 0.73300
C -5.65314 3.96063 3.12816
H 0.63532 4.95708 -5.32383
H 4.05915 -0.64869 -2.84028
C 2.54624 0.31601 -6.58798
O -6.05208 -4.09193 2.33328
H -7.46189 5.37915 -0.15261
F -2.20299 -5.21114 -2.32925
O -5.36277 1.55164 -0.30980
C -2.13693 -4.67322 0.07889
C 7.44769 0.96948 0.35017
O -3.97289 -3.49013 3.90826
H 7.29991 -0.14133 0.40559
F -5.11863 -5.16600 -0.20223
F -0.90512 -5.31071 0.27758

(4)
11
Properties=species:S:1:pos:R:3 method="wB97M-V/def2-TZVPD" total_charge=0 de_lowest_kj_mol=388.36 multiplicity=1 mol_weight_da=91.1 gap_ev=10.19 smiles="O=C(O)CNO"
O -1.53360 -0.29849 -1.65940
C 0.66612 -0.14399 -0.90185
H -1.18368 1.12213 0.83106
O -1.11025 1.30230 -0.12305
H 1.31201 0.73632 -0.98139
H 0.86228 -1.00807 -1.53076
N 0.34309 -0.76149 0.61257
C -0.79488 0.16114 -0.79617
O 0.59918 0.19656 1.63475
H -0.19385 0.19610 2.19304
H 1.03359 -1.50251 0.72121